Record 1
{"formula": "C42H59Cl3NO6PRuSi4Te", "method": "ωB97M-V/def2-TZVPD", "lumo_energy_ev": [1.8, 1.1], "total_charge": -1, "multiplicity": 2, "s_squared": 0.771, "de_lowest_ev": 2.210, "gap_ev": [6.7, 5.9], "species": ["Ru", "N", "C", "C", "C", "O", "O", "H", "H", "H", "H", "H", "H", "Cl", "C", "C", "C", "C", "C", "C", "P", "C", "C", "C", "C", "C", "C", "C", "C", "C", "C", "C", "C", "H", "H", "H", "H", "H", "H", "H", "H", "H", "H", "H", "H", "H", "H", "C", "Si", "C", "C", "Si", "Te", "Si", "C", "C", "C", "Si", "C", "C", "C", "H", "H", "H", "H", "H", "H", "H", "H", "H", "H", "H", "H", "H", "H", "H", "H", "H", "H", "H", "H", "H", "H", "H", "H", "H", "H", "H", "Cl", "C", "Cl", "C", "O", "O", "H", "C", "C", "C", "C", "C", "C", "C", "C", "C", "C", "O", "O", "H", "H", "H", "H", "H", "H", "H", "H", "H", "H", "H"], "coordinates": [[1.77, 0.09, 0.28], [1.48, -0.56, 2.69], [1.34, 0.40, 3.80], [2.68, 1.00, 4.19], [3.45, 1.66, 3.04], [4.61, 2.04, 3.25], [2.77, 1.79, 1.97], [0.65, -1.13, 2.59], [2.27, -1.17, 2.86], [0.91, -0.08, 4.68], [0.65, 1.18, 3.48], [3.33, 0.24, 4.64], [2.53, 1.78, 4.94], [4.25, 0.02, 0.01], [4.74, 1.60, -0.50], [6.08, 1.76, -0.83], [6.54, 3.00, -1.22], [5.67, 4.08, -1.27], [4.34, 3.90, -0.97], [3.84, 2.65, -0.58], [2.05, 2.42, -0.27], [1.40, 2.63, -1.98], [2.19, 2.55, -3.13], [1.61, 2.65, -4.39], [0.24, 2.79, -4.53], [-0.56, 2.83, -3.40], [0.01, 2.74, -2.14], [1.59, 4.08, 0.44], [1.03, 5.08, -0.36], [0.69, 6.32, 0.16], [0.89, 6.60, 1.50], [1.45, 5.63, 2.31], [1.80, 4.39, 1.79], [6.74, 0.90, -0.79], [7.59, 3.12, -1.49], [6.03, 5.06, -1.56], [3.65, 4.73, -1.04], [3.26, 2.41, -3.04], [2.25, 2.60, -5.27], [-0.20, 2.84, -5.52], [-1.64, 2.91, -3.50], [-0.62, 2.77, -1.26], [0.87, 4.90, -1.41], [0.28, 7.07, -0.51], [0.63, 7.57, 1.90], [1.64, 5.83, 3.36], [2.24, 3.65, 2.44], [-3.63, -2.61, -2.16], [-3.95, -0.78, -1.93], [-3.18, 0.18, -3.34], [-5.82, -0.50, -2.01], [-3.19, -0.05, 0.16], [-0.71, 0.07, 0.15], [-3.92, -1.50, 1.85], [-3.50, -0.81, 3.54], [-5.79, -1.72, 1.79], [-3.15, -3.20, 1.68], [-3.97, 2.11, 0.65], [-3.00, 2.91, 2.04], [-3.91, 3.27, -0.83], [-5.78, 2.03, 1.18], [-3.82, -2.92, -3.19], [-4.27, -3.21, -1.50], [-2.59, -2.85, -1.92], [-3.43, -0.26, -4.31], [-2.08, 0.18, -3.25], [-3.51, 1.22, -3.34], [-6.22, -0.86, -2.96], [-6.06, 0.57, -1.92], [-6.33, -1.02, -1.20], [-4.06, 0.11, 3.75], [-2.43, -0.57, 3.60], [-3.72, -1.53, 4.33], [-6.31, -0.76, 1.87], [-6.13, -2.35, 2.62], [-6.10, -2.19, 0.85], [-2.10, -3.10, 1.40], [-3.65, -3.78, 0.89], [-3.21, -3.77, 2.61], [-1.93, 2.91, 1.81], [-3.13, 2.37, 2.98], [-3.31, 3.95, 2.20], [-2.88, 3.40, -1.18], [-4.30, 4.25, -0.57], [-4.50, 2.87, -1.67], [-5.89, 1.51, 2.14], [-6.38, 1.50, 0.44], [-6.19, 3.04, 1.29], [2.56, -2.44, -4.75], [2.00, -0.81, -4.27], [0.23, -0.72, -4.42], [2.54, -0.44, -2.85], [3.75, -0.18, -2.84], [1.67, -0.42, -1.93], [2.43, -0.12, -4.98], [2.66, -8.51, 0.34], [2.27, -7.05, 0.42], [2.65, -6.15, -0.56], [2.29, -4.81, -0.50], [2.73, -3.87, -1.59], [1.52, -4.36, 0.58], [1.13, -5.25, 1.58], [0.31, -4.80, 2.77], [1.51, -6.59, 1.49], [1.15, -2.90, 0.68], [-0.05, -2.61, 0.85], [2.13, -2.08, 0.64], [3.29, -8.70, -0.52], [1.77, -9.14, 0.27], [3.20, -8.82, 1.24], [3.24, -6.50, -1.40], [3.15, -4.43, -2.43], [3.48, -3.17, -1.23], [1.90, -3.27, -1.95], [0.81, -3.98, 3.30], [0.17, -5.62, 3.47], [-0.66, -4.43, 2.45], [1.21, -7.28, 2.27]]}

---

Record 2
{"formula": "C4H13N2O2", "method": "ωB97M-V/def2-TZVPD", "lumo_energy_ev": [-7.7, -13.0], "total_charge": 2, "multiplicity": 2, "s_squared": 0.768, "de_lowest_ev": 1.168, "gap_ev": [11.2, 5.9], "species": ["N", "C", "C", "N", "C", "C", "O", "H", "H", "H", "H", "H", "H", "H", "H", "H", "H", "H", "H", "H", "O"], "coordinates": [[0.31, -2.04, 0.92], [0.06, -0.59, 1.13], [0.82, 0.09, 0.03], [0.72, 1.41, -0.37], [-0.14, 2.46, 0.30], [-1.52, 2.65, -0.41], [1.50, -0.69, -0.56], [-0.31, -2.72, 1.43], [1.29, -2.29, 1.31], [0.34, -2.38, -0.07], [-0.99, -0.36, 1.14], [0.49, -0.22, 2.17], [1.28, 1.71, -1.08], [-0.49, 2.05, 1.22], [0.46, 3.39, 0.47], [-1.96, 3.50, 0.07], [-2.15, 1.81, -0.55], [-1.28, 3.10, -1.43], [1.24, -3.35, -2.09], [-0.05, -4.22, -1.97], [0.38, -3.33, -1.66]]}

---

Record 3
{"formula": "C22H50NPSi4Ti", "method": "ωB97M-V/def2-TZVPD", "lumo_energy_ev": [0.2, -0.5], "total_charge": 0, "multiplicity": 3, "s_squared": 2.023, "gap_ev": [6.8, 6.3], "species": ["C", "C", "C", "C", "C", "C", "C", "C", "N", "Ti", "C", "P", "H", "H", "H", "H", "H", "H", "H", "H", "C", "C", "H", "C", "C", "H", "H", "H", "H", "H", "H", "H", "H", "H", "H", "H", "H", "H", "H", "C", "Si", "C", "C", "Si", "Si", "C", "C", "C", "Si", "C", "C", "C", "H", "H", "H", "H", "H", "H", "H", "H", "H", "H", "H", "H", "H", "H", "H", "H", "H", "H", "H", "H", "H", "H", "H", "H", "H", "H", "H"], "coordinates": [[0.59, -4.65, 0.77], [1.25, -3.83, 1.66], [1.26, -2.44, 1.46], [0.59, -1.87, 0.36], [-0.08, -2.74, -0.53], [-0.08, -4.12, -0.31], [2.06, -1.62, 2.43], [2.57, -0.26, 1.95], [3.06, -0.12, 0.54], [0.99, 0.24, 0.13], [-0.79, -2.25, -1.76], [-0.16, -0.57, -2.18], [1.80, -4.23, 2.51], [-0.60, -4.75, -1.03], [0.61, -5.74, 0.92], [-1.89, -2.21, -1.62], [-0.56, -2.89, -2.63], [1.46, -1.45, 3.34], [2.92, -2.20, 2.80], [1.80, 0.54, 2.06], [-1.29, 0.06, -3.44], [1.38, -0.94, -3.08], [3.39, 0.07, 2.61], [3.61, -1.34, -0.11], [4.16, 0.89, 0.55], [-0.70, 0.22, -0.84], [4.70, -1.33, 0.00], [3.24, -2.26, 0.36], [3.37, -1.35, -1.18], [5.12, 0.35, 0.39], [4.07, 1.65, -0.24], [4.22, 1.40, 1.53], [1.13, -1.33, -4.09], [1.99, -0.03, -3.18], [2.00, -1.69, -2.57], [-1.38, -0.69, -4.25], [-2.27, 0.29, -3.01], [-0.83, 0.98, -3.82], [1.21, 1.83, 0.66], [-3.95, 0.09, -0.59], [-3.41, -0.27, 1.19], [-4.87, 0.28, 2.28], [-3.23, -2.15, 1.35], [-1.30, 0.77, 1.64], [-1.82, 3.05, 1.52], [-3.25, 3.70, 2.57], [-0.26, 4.00, 2.02], [-2.29, 3.54, -0.25], [-1.17, 0.39, 3.96], [-2.48, 1.23, 5.05], [-1.25, -1.47, 4.30], [0.47, 1.14, 4.53], [-4.84, -0.51, -0.81], [-3.18, -0.17, -1.33], [-4.22, 1.14, -0.73], [-5.76, -0.28, 1.96], [-4.73, 0.07, 3.34], [-5.11, 1.34, 2.16], [-2.28, -2.52, 0.93], [-3.30, -2.49, 2.39], [-4.05, -2.64, 0.80], [-3.09, 3.58, 3.65], [-3.33, 4.78, 2.38], [-4.22, 3.26, 2.31], [0.63, 3.64, 1.49], [-0.41, 5.06, 1.77], [-0.06, 3.93, 3.10], [-1.53, 3.23, -0.98], [-3.26, 3.14, -0.56], [-2.37, 4.64, -0.29], [-3.51, 1.11, 4.68], [-2.44, 0.76, 6.05], [-2.28, 2.29, 5.19], [-0.72, -2.06, 3.55], [-0.80, -1.67, 5.28], [-2.29, -1.81, 4.34], [1.36, 0.67, 4.08], [0.52, 2.22, 4.32], [0.54, 0.99, 5.62]]}

---

Values of M, in order: 1152.28, 121.16, 519.83, all in g mol⁻¹.